Here is C58H91CdF12O38 as an isolated structure in a non-equilibrium geometry from OMol25. Energies are from wB97M-V/def2-TZVPD.

Element x y z (Å)
Cd  1.952998  1.547691  0.016357
C  -0.418644  0.776895  1.203226
O  0.646083  -0.025876  0.670533
O  0.342816  1.951527  1.216697
C  -1.779248  0.649145  0.355636
F  -2.650591  1.602804  0.565621
F  -1.497849  0.660480  -0.954073
F  -2.461454  -0.439296  0.593367
C  0.762646  -1.401560  0.950789
C  2.096286  -1.844067  0.310414
H  2.080384  -1.607833  -0.753563
H  2.931858  -1.383705  0.837670
H  2.251674  -2.921523  0.365471
H  -0.086000  -2.001546  0.622283
H  0.903164  -1.572025  2.018168
H  -0.531668  0.413356  2.224580
C  4.339346  2.402466  1.051623
O  3.151494  3.089169  0.502421
O  3.850026  1.122156  0.954738
C  5.748033  2.864403  0.405480
F  6.707110  1.985445  0.561271
F  5.428752  2.966092  -0.894688
F  6.298060  4.063636  0.731793
C  3.137380  4.509230  0.362926
C  1.765311  5.029811  -0.101641
H  0.999569  4.800565  0.639424
H  1.869122  6.114854  -0.097291
H  1.555655  4.760991  -1.136953
H  3.806342  4.808749  -0.443851
H  3.428292  5.008176  1.287327
H  4.446315  2.624474  2.113408
C  2.176031  1.512521  -3.017826
O  3.169277  0.808846  -2.336561
O  1.402705  1.971717  -1.910201
C  2.711298  2.649362  -4.006918
F  2.931697  2.119146  -5.247748
F  1.878233  3.618184  -4.237513
F  3.813863  3.277913  -3.648862
C  4.332467  0.331672  -3.030091
C  4.843433  -0.916095  -2.269490
H  5.201833  -0.726647  -1.257681
H  4.055410  -1.649924  -2.100291
H  5.643876  -1.318707  -2.890202
H  5.130703  1.072540  -3.075186
H  4.031837  -0.061842  -4.001112
H  1.694636  0.781554  -3.667477
C  -0.086738  -3.812166  -2.101668
O  1.021472  -3.287504  -2.789890
C  0.636544  -2.574894  -3.981426
C  1.759866  -2.402377  -4.939264
O  2.135376  -3.616883  -5.545777
C  3.435201  -3.618432  -6.203663
C  3.300175  -3.763323  -7.673294
O  2.679288  -4.976739  -8.120094
C  2.347292  -5.105494  -9.531860
H  -0.771585  -2.996051  -1.871375
H  0.361198  -4.254581  -1.211884
H  -0.575616  -4.579636  -2.701755
H  0.205441  -1.631507  -3.646361
H  -0.077345  -3.237651  -4.470529
H  2.465785  -1.857664  -4.312304
H  1.475460  -1.723578  -5.743274
H  3.898549  -4.529533  -5.825085
H  4.170204  -2.857613  -5.940918
H  4.326848  -3.688050  -8.031611
H  2.661715  -3.039902  -8.180371
H  2.286820  -6.175253  -9.732032
H  3.128673  -4.705532  -10.178065
H  1.376729  -4.652852  -9.734885
C  -1.901766  5.225586  2.060951
C  -1.417518  6.212506  1.068845
O  -2.421729  7.279952  0.889187
C  -2.289585  8.199034  -0.029770
O  -1.372221  8.244632  -0.860448
C  -3.385536  9.261805  0.007962
F  -4.445818  8.812574  0.731611
F  -2.969968  10.439556  0.421342
F  -3.735263  9.470451  -1.254788
H  -2.916213  4.906876  1.821293
H  -1.897471  5.559467  3.098548
H  -1.283336  4.328027  2.055198
H  -1.204530  5.712803  0.123835
H  -0.476303  6.665826  1.379826
C  -1.758816  3.589695  -2.230980
C  -2.033975  4.583582  -3.330437
C  -1.494529  6.024400  -3.108608
O  -1.320444  6.477009  -4.430714
C  -1.318323  5.471543  -5.290979
O  -1.192692  5.555607  -6.530548
O  -1.519002  4.310500  -4.620434
H  -0.707623  3.605738  -1.943155
H  -1.943524  2.562782  -2.546290
H  -2.318759  3.818830  -1.324307
H  -3.102890  4.640974  -3.535975
H  -0.537927  6.033663  -2.586183
H  -2.260187  6.629382  -2.622960
C  2.250313  -5.438616  3.517574
C  1.320027  -4.876010  4.674843
C  1.125540  -5.728341  5.930534
O  1.083434  -4.797202  6.953094
C  1.859693  -3.715554  6.570082
O  2.195318  -2.790163  7.329271
O  2.132059  -3.874244  5.276629
H  3.268803  -5.727572  3.776960
H  2.237201  -4.668917  2.745889
H  1.718170  -6.273764  3.062097
H  0.358971  -4.568424  4.262709
H  1.911793  -6.431543  6.205170
H  0.219350  -6.331391  5.873681
C  2.692834  -1.074399  3.991434
C  4.121777  -0.656628  4.297298
C  4.304256  0.683875  5.055756
O  5.030266  0.348119  6.184344
C  5.377785  -0.984555  6.161191
O  6.262420  -1.491099  6.877284
O  4.733518  -1.611054  5.158438
H  2.067528  -1.096753  4.883953
H  2.683054  -2.047781  3.500987
H  2.218910  -0.391748  3.286117
H  4.700140  -0.491156  3.388331
H  3.350862  1.090145  5.393529
H  4.793473  1.437440  4.438571
C  -4.260312  0.944020  3.040685
C  -3.647396  2.256193  3.387475
C  -4.618338  3.294568  3.900254
O  -4.012211  3.784615  5.013237
C  -3.103542  2.968562  5.447635
O  -2.491125  3.026336  6.503933
O  -2.971893  1.951245  4.594394
H  -3.585963  0.151752  2.715627
H  -5.095810  0.924181  2.340935
H  -4.821513  0.599025  3.909091
H  -3.004679  2.689825  2.621334
H  -5.597542  2.835727  4.037084
H  -4.788409  4.041133  3.124486
C  -6.828568  3.135602  0.526998
C  -5.517691  3.387344  -0.182313
C  -5.438013  3.334965  -1.680658
O  -5.315520  4.649736  -2.088641
C  -5.205533  5.467595  -1.079303
O  -5.108418  6.682856  -1.172957
O  -5.213770  4.752866  0.047451
H  -6.749947  3.279627  1.604575
H  -7.008676  2.062741  0.458953
H  -7.687927  3.688015  0.146953
H  -4.719478  2.734860  0.171564
H  -6.333696  3.006541  -2.207903
H  -4.612453  2.723239  -2.044475
C  -0.378415  0.220659  6.392335
C  -1.092035  -1.135128  6.095774
C  -2.606289  -1.062457  5.867401
O  -2.771678  -1.677290  4.587633
C  -1.604987  -1.877011  3.994630
O  -1.395386  -2.322881  2.866831
O  -0.662648  -1.530963  4.801711
H  -0.654504  1.059433  5.753319
H  0.686502  0.202410  6.160585
H  -0.417091  0.516345  7.440744
H  -0.928775  -1.972922  6.773682
H  -2.946775  -0.029604  5.793965
H  -3.137451  -1.619733  6.639039
C  5.550060  -5.161804  -3.233614
C  4.351281  -4.723009  -2.451105
C  3.217225  -5.732463  -2.241620
O  3.177748  -5.937371  -0.835800
C  3.949292  -5.085245  -0.244082
O  3.994084  -4.910315  0.967960
O  4.739610  -4.496881  -1.147109
H  5.382201  -5.634172  -4.201490
H  6.168843  -5.865024  -2.676220
H  6.293688  -4.395609  -3.452810
H  3.950759  -3.765588  -2.784322
H  3.518831  -6.685050  -2.677186
H  2.280611  -5.312825  -2.608693
C  -4.647721  -3.450227  2.491817
C  -3.893331  -4.592750  1.787545
C  -3.034769  -4.177139  0.631270
O  -1.923498  -4.997178  0.789791
C  -1.858085  -5.444467  2.036208
O  -0.910476  -5.913222  2.686470
O  -3.009513  -5.239286  2.584887
H  -5.504816  -3.366305  1.823653
H  -4.100312  -2.507651  2.493073
H  -4.928249  -3.775609  3.493587
H  -4.655103  -5.287468  1.433768
H  -2.597992  -3.186109  0.754540
H  -3.603654  -4.092811  -0.294664
C  -3.032318  -2.669004  -4.241450
C  -2.936873  -1.546693  -3.175271
C  -2.924154  -0.117563  -3.718121
O  -4.011520  0.444491  -3.046210
C  -4.659136  -0.407053  -2.278271
O  -5.515383  -0.129522  -1.493871
O  -4.041939  -1.615650  -2.282459
H  -2.148024  -2.732999  -4.875503
H  -3.934383  -2.579491  -4.846751
H  -3.066365  -3.590823  -3.660776
H  -1.984372  -1.635739  -2.652879
H  -3.113081  -0.203639  -4.788171
H  -1.934681  0.322059  -3.592591

Atoms 1-3, force components in eV/Å:
Cd 0.410 -1.772 -1.600
C 3.232 1.740 0.606
O -1.957 -2.947 -0.717

The value obtained for the total energy is -6489.93846 Ha. The relative energy (zero: lowest compared OMol25 entry of this formula, charge and spin) comes out at 101.3 kJ/mol. As for the total charge: -1. As for the HOMO-LUMO gap: 8.0 eV. As for the largest force on an atom: 5.25 eV/Å.

Atom charges from the Löwdin analysis, given in e for atoms 1 to 5: 1.449, -0.343, -0.227, -0.301, -0.587